{"formula": "C45H47BMnN8O2S", "method": "ωB97M-V/def2-TZVPD", "total_charge": 2, "spin_multiplicity": 4, "de_lowest_kcal_mol": 0.0, "s_squared": 3.833, "e_tot_ha": -3905.12268, "homo_ev": [-13.1, -13.1], "orbital_gap_ev": [7.087, 5.119], "symbols": ["Mn", "C", "C", "C", "C", "N", "N", "B", "N", "N", "C", "C", "C", "C", "C", "C", "C", "C", "C", "C", "N", "N", "C", "C", "C", "C", "C", "C", "C", "C", "C", "C", "C", "C", "C", "C", "C", "C", "H", "H", "H", "H", "H", "H", "H", "H", "H", "H", "H", "H", "H", "H", "H", "H", "H", "H", "H", "H", "H", "H", "H", "H", "H", "H", "H", "H", "C", "C", "O", "S", "C", "C", "C", "C", "C", "C", "C", "C", "H", "H", "H", "H", "H", "H", "H", "C", "N", "C", "C", "O", "N", "C", "C", "H", "H", "H", "H", "H", "H", "H", "H", "H", "H", "H", "H"], "positions_angstrom": [[-0.090, 1.160, 0.094], [2.052, 6.002, -0.085], [1.549, 4.742, -0.698], [1.491, 4.398, -2.036], [0.930, 3.122, -2.090], [0.675, 2.714, -0.834], [1.056, 3.719, 0.020], [0.869, 3.625, 1.565], [1.597, 2.336, 2.015], [1.525, 1.260, 1.188], [2.533, 0.432, 1.520], [3.198, 0.955, 2.625], [2.597, 2.175, 2.892], [2.961, 3.207, 3.902], [2.995, -0.716, 0.723], [3.462, -0.482, -0.575], [4.047, -1.508, -1.300], [4.145, -2.775, -0.747], [3.684, -3.011, 0.547], [3.129, -1.982, 1.287], [-0.629, 3.444, 1.832], [-1.228, 2.572, 0.999], [-2.548, 2.627, 1.235], [-2.778, 3.502, 2.298], [-1.535, 4.020, 2.635], [-1.171, 5.049, 3.648], [-3.490, 1.935, 0.348], [-4.743, 1.510, 0.781], [-5.634, 0.946, -0.122], [-5.286, 0.799, -1.459], [-4.036, 1.215, -1.897], [-3.149, 1.786, -0.997], [0.661, 2.331, -3.301], [-0.267, 1.294, -3.341], [-0.498, 0.586, -4.510], [0.195, 0.911, -5.667], [1.117, 1.948, -5.644], [1.346, 2.652, -4.474], [2.400, 6.672, -0.868], [2.881, 5.806, 0.594], [1.268, 6.508, 0.477], [1.794, 5.016, -2.862], [1.313, 4.578, 2.116], [4.065, 0.538, 3.108], [3.710, 2.808, 4.582], [2.093, 3.517, 4.484], [3.374, 4.093, 3.420], [3.401, 0.517, -0.991], [4.431, -1.313, -2.293], [4.605, -3.578, -1.309], [3.785, -3.997, 0.983], [2.800, -2.154, 2.305], [-3.727, 3.796, 2.713], [-2.060, 5.380, 4.178], [-0.711, 5.917, 3.175], [-0.465, 4.653, 4.378], [-5.027, 1.639, 1.818], [-6.614, 0.636, 0.216], [-5.996, 0.380, -2.160], [-3.771, 1.141, -2.944], [-2.236, 2.247, -1.369], [-0.847, 1.032, -2.465], [-1.230, -0.211, -4.520], [0.012, 0.367, -6.584], [1.659, 2.213, -6.542], [2.079, 3.447, -4.473], [0.130, -9.409, -3.252], [0.138, -8.046, -2.635], [-0.618, -7.629, -1.815], [1.472, -7.020, -3.380], [1.233, -5.440, -2.689], [0.842, -5.229, -1.353], [0.687, -3.951, -0.889], [0.933, -2.838, -1.734], [1.371, -3.062, -3.064], [1.518, -4.340, -3.525], [0.733, -1.552, -1.260], [0.566, -0.388, -0.876], [-0.441, -10.083, -2.619], [1.145, -9.781, -3.394], [-0.344, -9.343, -4.233], [0.675, -6.069, -0.700], [0.391, -3.768, 0.135], [1.571, -2.212, -3.702], [1.837, -4.521, -4.544], [-1.247, -1.578, 4.440], [-1.234, -0.561, 3.394], [-0.572, 0.700, 3.714], [-1.538, -0.812, 2.108], [-1.007, -0.097, 1.211], [-2.376, -1.815, 1.792], [-2.406, -2.343, 0.437], [-3.523, -2.191, 2.612], [-0.301, -1.531, 4.979], [-1.339, -2.568, 4.002], [-2.057, -1.425, 5.154], [-0.617, 0.841, 4.791], [-1.088, 1.530, 3.233], [0.474, 0.695, 3.399], [-1.525, -2.018, -0.109], [-3.296, -2.005, -0.084], [-2.416, -3.434, 0.484], [-3.590, -1.568, 3.496], [-3.469, -3.239, 2.909], [-4.428, -2.042, 2.022]], "mulliken_spin": [2.1474, -0.0026, 0.0312, 0.0108, 0.0271, -0.0657, 0.0042, -0.0425, -0.0119, -0.0340, -0.0005, 0.0085, 0.0192, -0.0009, 0.0024, 0.0241, -0.0019, 0.0231, 0.0143, -0.0066, 0.0106, -0.0059, 0.0056, 0.0011, 0.0113, -0.0004, 0.0015, 0.0011, -0.0008, 0.0009, 0.0020, 0.0028, -0.0011, 0.0155, -0.0051, 0.0025, -0.0012, 0.0018, -0.0001, 0.0013, 0.0014, 0.0006, -0.0003, -0.0008, -0.0003, 0.0006, 0.0009, 0.0070, 0.0013, 0.0033, -0.0003, 0.0010, 0.0000, -0.0001, 0.0004, 0.0005, -0.0001, 0.0000, 0.0000, 0.0004, 0.0049, 0.0121, 0.0001, 0.0002, 0.0000, 0.0003, 0.0017, 0.0087, 0.0111, 0.0771, 0.1478, -0.0126, 0.0568, 0.0952, 0.0694, -0.0178, 0.2073, 0.1417, 0.0003, 0.0004, 0.0004, -0.0026, -0.0042, -0.0003, -0.0017, -0.0003, 0.0085, 0.0032, 0.0062, -0.0231, 0.0051, -0.0036, -0.0008, 0.0001, 0.0004, 0.0003, -0.0002, -0.0023, -0.0024, 0.0060, 0.0007, 0.0007, 0.0002, 0.0001, 0.0003]}